No. 1
Density functional theory data (ωB97M-V/def2-TZVPD) for a single C3H5NS molecule in a non-equilibrium geometry.

Geometry as ORCA input:
```
! wB97M-V def2-TZVPD RIJCOSX def2/J DEFGRID3
* xyz 0 1
C -2.48 -0.49 -0.21
C -1.25 -0.26 0.25
C -0.51 1.00 0.05
N 0.74 0.98 0.04
S 1.57 -0.51 -0.04
H -2.99 -1.41 -0.01
H -2.97 0.24 -0.69
H -0.84 -0.77 1.11
H -0.95 1.99 -0.12
H 2.80 -0.24 -0.55
*
```

Properties
E_HOMO   -0.329 Eh
HOMO-LUMO gap   9.426 eV
ΔE to the lowest compared entry with this formula, charge and spin   1.833 eV
E   -570.16719 a.u.
Lowest unoccupied orbital energy   0.48 eV
Structure (SMILES)   C=C/C=N\S

---

No. 2
Density functional theory data (ωB97M-V/def2-TZVPD) for a 2-piece molecular cluster, C6H11NO4 overall in a non-equilibrium geometry.

Geometry as ORCA input:
```
! wB97M-V def2-TZVPD RIJCOSX def2/J DEFGRID3
* xyz 0 1
C -2.51 -1.89 -0.77
C -1.89 -0.76 -0.95
C -1.09 1.09 2.84
C 2.27 1.01 -0.61
C 1.28 -0.91 0.80
C -0.31 0.93 -0.22
N 1.13 0.01 -0.30
O -1.44 -0.01 2.87
O -0.60 2.11 2.71
O -0.29 1.45 -1.52
O -1.31 -0.02 0.05
H -2.91 -2.38 -1.72
H -2.62 -2.14 0.28
H -1.87 -0.43 -1.91
H 2.40 1.18 -1.70
H 2.24 1.95 -0.17
H 3.03 0.46 -0.13
H 1.10 -0.58 1.78
H 0.75 -1.70 0.51
H 2.24 -1.24 0.81
H 0.94 -0.60 -1.13
H -0.54 2.44 -1.51
*
```

Properties
E_HOMO   -0.249 Eh
HOMO-LUMO gap   7.487 eV
ΔE to the lowest compared entry with this formula, charge and spin   5.628 eV
E   -590.77994 a.u.
Lowest unoccupied orbital energy   0.72 eV

---

No. 3
Density functional theory data (ωB97M-V/def2-TZVPD) for a 2-piece molecular cluster, H5NO2P2 overall in a non-equilibrium geometry.

Geometry as ORCA input:
```
! wB97M-V def2-TZVPD RIJCOSX def2/J DEFGRID3
* xyz 0 1
N 1.29 0.83 -1.12
O -1.87 -1.06 1.50
O -1.51 -0.03 -0.75
P 1.13 -0.07 1.16
P -0.70 -1.07 0.29
H 2.37 1.15 -1.04
H 0.72 1.60 -0.85
H -2.36 -0.25 1.41
H -1.09 0.07 -1.57
H 2.01 -1.17 0.98
*
```

Properties
E_HOMO   -0.304 Eh
HOMO-LUMO gap   7.255 eV
ΔE to the lowest compared entry with this formula, charge and spin   3.138 eV
E   -890.87461 a.u.
Lowest unoccupied orbital energy   -1.02 eV

---

No. 4
Density functional theory data (ωB97M-V/def2-TZVPD) for C36H31FeN2S5 as an isolated structure.

Geometry as ORCA input:
```
! wB97M-V def2-TZVPD RIJCOSX def2/J DEFGRID3
* xyz 0 6
Fe -0.69 -0.46 0.30
S -2.76 -1.28 0.06
C -2.50 -2.93 -0.52
C -3.54 -3.62 -1.14
C -3.35 -4.91 -1.58
C -2.12 -5.53 -1.40
C -1.08 -4.85 -0.79
C -1.27 -3.54 -0.34
S 0.00 -2.66 0.50
C 2.60 -1.62 -1.03
C 2.66 -0.39 -0.37
C 3.84 0.04 0.27
C 3.93 1.32 0.76
C 2.86 2.18 0.56
C 1.70 1.69 -0.05
C 0.58 2.65 -0.36
S -0.66 1.96 -1.48
C 0.33 1.50 -2.86
C 1.17 2.39 -3.52
C 1.85 2.00 -4.66
C 1.67 0.72 -5.18
C 0.83 -0.16 -4.55
C 0.18 0.19 -3.35
S -0.67 -1.02 -2.48
N 1.56 0.42 -0.41
H -4.50 -3.13 -1.28
H -4.16 -5.44 -2.06
H -1.96 -6.54 -1.75
H -0.12 -5.32 -0.65
H 1.75 -1.90 -1.61
H 3.45 -2.29 -0.99
H 4.68 -0.64 0.33
H 4.83 1.66 1.25
H 2.91 3.22 0.85
H 1.01 3.56 -0.77
H 0.02 2.94 0.54
H 1.26 3.41 -3.16
H 2.50 2.71 -5.16
H 2.19 0.43 -6.08
H 0.67 -1.16 -4.94
C 3.96 -4.48 4.19
C 4.13 -3.34 3.18
C 3.85 -3.89 1.78
C 5.59 -2.84 3.22
C 3.20 -2.19 3.54
C 3.30 -1.61 4.82
C 2.47 -0.59 5.22
C 1.51 -0.13 4.33
S 0.31 1.09 4.57
C -0.25 0.81 2.96
N 0.38 -0.10 2.28
C 1.39 -0.67 3.05
C 2.25 -1.71 2.66
C -1.38 1.52 2.38
C -2.00 2.58 3.05
C -3.08 3.22 2.47
C -3.54 2.78 1.24
C -2.92 1.72 0.59
C -1.81 1.07 1.13
H 4.61 -5.31 3.93
H 2.93 -4.83 4.20
H 4.21 -4.16 5.20
H 4.51 -4.74 1.59
H 4.05 -3.14 1.02
H 2.82 -4.22 1.67
H 6.27 -3.65 2.96
H 5.86 -2.48 4.21
H 5.74 -2.02 2.51
H 4.04 -1.97 5.51
H 2.56 -0.16 6.21
H 2.13 -2.14 1.68
H -1.63 2.91 4.02
H -3.56 4.04 2.98
H -4.39 3.26 0.78
H -3.31 1.40 -0.37
*
```

Properties
E_HOMO (alpha / beta)   -0.252 / -0.259 Eh
HOMO-LUMO gap (alpha / beta)   6.410 / 4.874 eV
E   -4754.57865 a.u.
Lowest unoccupied orbital energy (alpha / beta)   -0.44 / -2.19 eV

---

No. 5
Density functional theory data (ωB97M-V/def2-TZVPD) for a 2-piece molecular cluster, C3H8N2O overall in a non-equilibrium geometry.

Geometry as ORCA input:
```
! wB97M-V def2-TZVPD RIJCOSX def2/J DEFGRID3
* xyz 0 1
C -0.51 -0.05 0.45
C 1.41 0.59 0.11
C -1.53 0.93 -0.14
N 2.14 -0.37 -0.25
N -0.54 -1.36 -0.14
O 3.36 -0.40 -0.34
H -0.48 -0.02 1.51
H 1.85 1.65 0.30
H -1.04 1.53 -0.96
H -1.81 1.70 0.52
H -2.35 0.37 -0.55
H 1.63 -1.27 -0.10
H -0.87 -1.95 0.58
H -1.26 -1.36 -0.99
*
```

Properties
E_HOMO   -0.301 Eh
HOMO-LUMO gap   8.916 eV
ΔE to the lowest compared entry with this formula, charge and spin   5.690 eV
E   -303.68304 a.u.
Lowest unoccupied orbital energy   0.74 eV

---

No. 6
Density functional theory data (ωB97M-V/def2-TZVPD) for a single C5H7NO molecule in a non-equilibrium geometry.

Geometry as ORCA input:
```
! wB97M-V def2-TZVPD RIJCOSX def2/J DEFGRID3
* xyz 0 1
C 0.35 1.42 0.26
C 0.62 -0.07 0.55
C -0.09 -0.47 1.77
N -0.69 -0.81 2.70
C 0.21 -1.03 -0.61
C -1.01 -0.50 -1.31
O -0.99 -0.02 -2.42
H -0.73 1.63 0.25
H 0.81 2.04 1.03
H 0.75 1.71 -0.72
H 1.69 -0.21 0.73
H 1.02 -1.12 -1.34
H 0.00 -2.02 -0.19
H -1.95 -0.52 -0.72
*
```

Properties
E_HOMO   -0.378 Eh
HOMO-LUMO gap   10.917 eV
ΔE to the lowest compared entry with this formula, charge and spin   0.872 eV
E   -324.69244 a.u.
Lowest unoccupied orbital energy   0.63 eV
Structure (SMILES)   C[C@@H](C#N)CC=O

---

> The highest E belongs to which entry?

C3H8N2O